ORCA calculation (ωB97M-V with the def2-TZVPD basis set) on 12 unconnected molecules or ions with the total composition C24H72O24 in a non-equilibrium geometry.

The geometry in ORCA input format:
```
! RIJCOSX wB97M-V def2-TZVPD def2/J DEFGRID3
* xyz 0 1
O 2.209 3.572 -4.086
C 3.260 2.856 -4.830
C 2.795 1.415 -5.297
O 2.350 0.632 -4.124
H 1.835 2.877 -3.539
H 3.589 3.492 -5.652
H 4.108 2.901 -4.146
H 3.544 0.829 -5.830
H 2.001 1.401 -6.044
H 1.481 0.998 -3.946
O 2.997 0.711 2.724
C 3.507 -0.414 3.445
C 2.566 -1.024 4.466
O 2.551 -0.250 5.634
H 3.285 1.443 3.274
H 3.725 -1.080 2.610
H 4.468 -0.197 3.911
H 2.914 -2.007 4.784
H 1.561 -1.123 4.057
H 2.005 -0.744 6.250
O 1.897 3.672 -0.633
C 2.352 5.014 -0.837
C 1.106 5.963 -0.921
O 0.294 5.905 0.284
H 1.252 3.697 0.078
H 2.996 5.290 -0.003
H 2.990 5.160 -1.709
H 0.511 5.722 -1.801
H 1.482 6.969 -1.111
H 0.803 6.148 1.060
O -1.472 -3.275 3.610
C -2.051 -2.436 4.517
C -1.864 -0.926 4.234
O -2.338 -0.477 2.932
H -1.820 -4.166 3.702
H -3.112 -2.684 4.481
H -1.694 -2.826 5.470
H -0.781 -0.824 4.296
H -2.279 -0.288 5.014
H -1.723 -0.826 2.283
O 6.187 1.942 -0.664
C 4.775 2.059 -0.815
C 4.140 0.691 -0.872
O 4.358 0.000 0.347
H 6.262 1.508 0.189
H 4.453 2.700 0.006
H 4.476 2.581 -1.724
H 4.500 0.096 -1.712
H 3.078 0.884 -1.022
H 3.847 0.379 1.066
O 0.003 1.661 -3.601
C -1.298 1.877 -4.135
C -1.164 2.814 -5.326
O -0.881 2.040 -6.499
H -0.100 1.061 -2.859
H -1.865 0.970 -4.347
H -1.816 2.444 -3.362
H -0.439 3.628 -5.296
H -2.113 3.278 -5.593
H -0.094 2.484 -6.824
O -1.599 -3.771 -2.081
C -1.813 -3.890 -3.486
C -2.972 -4.832 -3.746
O -4.175 -4.186 -3.348
H -1.167 -4.590 -1.825
H -1.966 -2.879 -3.864
H -0.880 -4.244 -3.923
H -2.859 -5.833 -3.329
H -3.120 -4.918 -4.822
H -4.021 -3.931 -2.435
O 0.039 3.811 4.733
C -1.035 3.176 4.028
C -0.425 2.261 2.864
O 0.360 2.996 1.944
H 0.516 3.206 5.305
H -1.869 2.761 4.594
H -1.486 3.930 3.383
H -1.117 1.613 2.325
H 0.266 1.498 3.223
H 0.668 3.764 2.431
O 0.162 -0.487 -1.705
C 0.222 0.450 -0.694
C 0.717 -0.258 0.582
O -0.271 -1.088 1.126
H -0.184 -1.292 -1.313
H 0.878 1.291 -0.917
H -0.812 0.792 -0.652
H 0.947 0.497 1.333
H 1.667 -0.776 0.454
H 0.167 -1.883 1.438
O -5.276 0.659 -0.096
C -3.885 0.442 -0.413
C -3.727 -0.316 -1.758
O -4.060 0.550 -2.812
H -5.283 1.067 0.774
H -3.386 1.376 -0.671
H -3.358 -0.080 0.386
H -4.405 -1.160 -1.884
H -2.784 -0.861 -1.706
H -4.901 0.954 -2.585
O 1.197 -3.876 4.032
C 1.806 -4.714 3.020
C 2.467 -3.907 1.906
O 1.392 -3.294 1.205
H 0.329 -3.691 3.665
H 2.613 -5.268 3.500
H 1.082 -5.456 2.684
H 3.039 -4.548 1.234
H 3.011 -3.060 2.323
H 1.721 -3.198 0.309
O -3.590 -3.344 -0.499
C -3.491 -3.189 0.939
C -4.807 -2.674 1.594
O -5.767 -3.676 1.589
H -2.679 -3.497 -0.759
H -3.205 -4.164 1.334
H -2.626 -2.546 1.105
H -5.163 -1.792 1.061
H -4.532 -2.399 2.613
H -6.177 -3.722 0.723
*
```

Output
**SMILES**: OCCO.OCCO.OCCO.OCCO.OCCO.OCCO.OCCO.OCCO.OCCO.OCCO.OCCO.OCCO
**Energy relative to the best compared isomer or geometry (same formula, charge and spin)**: 313.6 kJ/mol
**HOMO**: -9.496 eV
**Calculated total energy**: -75188.072 eV

ORCA calculation (ωB97M-V with the def2-TZVPD basis set) on 13 unconnected molecules or ions with the total composition C24H76BF4N4O12 in a non-equilibrium geometry.

The geometry in ORCA input format:
```
! RIJCOSX wB97M-V def2-TZVPD def2/J DEFGRID3
* xyz -1 1
B 1.539 -16.333 -20.411
F 0.815 -17.480 -20.278
F 2.876 -16.678 -20.263
F 1.387 -15.890 -21.667
F 1.130 -15.381 -19.492
C 5.565 -20.726 -24.901
C 6.373 -20.702 -26.154
O 7.433 -19.840 -25.934
H 4.826 -21.527 -24.887
H 5.189 -19.770 -24.535
H 6.273 -21.048 -24.137
H 5.688 -20.451 -26.964
H 6.736 -21.694 -26.424
H 7.147 -18.955 -25.697
C 1.323 -16.945 -28.540
C 0.939 -15.875 -29.562
O 0.190 -14.771 -28.971
H 0.486 -17.552 -28.194
H 1.787 -16.471 -27.674
H 1.983 -17.658 -29.034
H 0.218 -16.366 -30.215
H 1.761 -15.518 -30.183
H -0.373 -15.139 -28.286
C 7.885 -13.400 -17.126
C 9.037 -14.160 -16.423
O 9.968 -13.160 -15.979
H 7.493 -12.696 -16.393
H 7.127 -14.083 -17.509
H 8.305 -12.897 -17.998
H 9.605 -14.830 -17.068
H 8.743 -14.797 -15.589
H 9.647 -12.629 -15.246
C 2.203 -7.864 -18.052
C 1.426 -9.163 -18.123
O 2.144 -10.084 -18.950
H 3.231 -8.119 -17.794
H 1.691 -7.262 -17.302
H 2.150 -7.333 -19.003
H 0.392 -8.944 -18.388
H 1.387 -9.658 -17.153
H 1.765 -10.944 -18.753
O 3.858 -12.489 -22.926
H 3.747 -12.067 -22.074
H 3.236 -13.216 -22.918
O -2.783 -17.601 -17.393
H -2.310 -17.177 -16.677
H -2.209 -17.500 -18.152
O -2.456 -15.430 -25.059
H -1.838 -15.870 -24.475
H -3.126 -16.090 -25.241
O 1.203 -21.895 -21.428
H 0.860 -21.935 -22.321
H 1.263 -20.959 -21.236
C -1.169 -9.630 -25.046
C -2.563 -9.580 -24.372
C -3.779 -9.662 -25.314
O -5.053 -9.622 -24.545
C -6.176 -9.555 -25.499
N -2.576 -10.644 -23.453
H -1.119 -8.992 -25.929
H -0.935 -10.655 -25.331
H -0.443 -9.199 -24.356
H -2.638 -8.721 -23.706
H -3.659 -10.544 -25.943
H -3.864 -8.869 -26.056
H -6.194 -8.607 -26.037
H -7.055 -9.514 -24.856
H -6.255 -10.424 -26.152
H -1.674 -10.656 -22.999
H -2.478 -11.501 -23.978
C 10.451 -16.138 -22.974
C 9.536 -14.792 -23.090
C 10.167 -13.661 -23.864
O 11.133 -12.962 -23.081
C 12.241 -12.429 -23.845
N 8.336 -15.198 -23.759
H 11.400 -15.932 -22.479
H 10.790 -16.543 -23.928
H 9.913 -16.897 -22.406
H 9.297 -14.588 -22.046
H 9.462 -12.840 -23.990
H 10.602 -14.048 -24.785
H 12.672 -13.190 -24.496
H 13.091 -12.016 -23.302
H 11.877 -11.658 -24.524
H 7.815 -14.333 -23.721
H 7.793 -15.715 -23.083
C -6.861 -12.756 -16.133
C -5.400 -12.686 -16.215
C -4.763 -13.442 -15.098
O -5.049 -12.855 -13.831
C -4.442 -13.493 -12.711
N -4.947 -13.262 -17.439
H -7.383 -11.997 -16.715
H -7.228 -12.482 -15.143
H -7.288 -13.741 -16.320
H -5.119 -11.634 -16.173
H -3.679 -13.352 -15.172
H -4.977 -14.510 -15.052
H -4.762 -13.048 -11.769
H -3.355 -13.421 -12.732
H -4.616 -14.567 -12.649
H -5.289 -14.212 -17.424
H -3.946 -13.381 -17.375
C 6.981 -20.325 -17.233
C 6.182 -20.595 -15.928
C 6.407 -19.474 -14.864
O 5.970 -19.861 -13.570
C 6.158 -18.872 -12.561
N 4.778 -20.531 -16.325
H 6.705 -20.884 -18.128
H 8.025 -20.562 -17.027
H 6.820 -19.258 -17.390
H 6.226 -21.603 -15.515
H 5.995 -18.522 -15.196
H 7.469 -19.270 -14.726
H 7.199 -18.728 -12.273
H 5.736 -19.277 -11.641
H 5.667 -17.905 -12.676
H 4.290 -20.310 -15.468
H 4.544 -19.690 -16.833
*
```

Output
**HOMO**: -7.355 eV
**Calculated total energy**: -68199.597 eV

ORCA calculation (ωB97M-V with the def2-TZVPD basis set) on a molecular structure, C24H76N20O28Zn2 in a non-equilibrium geometry.

The geometry in ORCA input format:
```
! RIJCOSX wB97M-V def2-TZVPD def2/J DEFGRID3
* xyz 0 1
Zn -0.817 -3.832 -3.685
Zn 1.730 -1.169 -1.715
C -0.175 -0.216 -0.303
O -1.163 0.196 0.256
O 0.808 -0.849 0.089
O 0.031 -0.059 -1.554
C 1.326 -2.509 -3.727
O 0.726 -2.731 -2.689
O 2.130 -1.583 -3.727
O 0.696 -2.970 -4.709
C -3.956 -0.537 5.110
O -4.684 -0.138 4.259
N -4.194 -0.446 6.335
N -2.886 -1.253 4.903
H -5.086 -0.025 6.553
H -3.725 -0.796 7.158
H -2.747 -1.429 3.918
H -2.432 -1.679 5.698
C -3.333 -2.559 2.063
O -3.478 -3.627 2.691
N -4.206 -1.711 1.609
N -2.155 -1.952 1.976
H -3.824 -0.944 1.074
H -5.095 -2.142 1.401
H -1.885 -1.106 1.496
H -1.390 -2.560 2.230
C 0.683 -3.806 3.138
O 0.207 -4.666 2.468
N 1.020 -2.683 2.701
N 1.018 -3.945 4.369
H 0.677 -2.478 1.774
H 1.174 -1.968 3.398
H 1.177 -2.982 4.628
H 1.003 -4.768 4.954
C -0.986 3.201 -2.784
O -1.402 4.247 -3.308
N -0.695 2.983 -1.501
N -0.494 2.256 -3.532
H -1.138 3.661 -0.898
H -0.754 1.991 -1.317
H -0.664 2.332 -4.525
H -0.260 1.398 -3.054
C 3.729 -3.464 -0.439
O 2.963 -2.617 -0.767
N 4.742 -3.798 -1.268
N 3.529 -4.167 0.685
H 4.881 -3.197 -2.067
H 5.454 -4.411 -0.897
H 4.098 -4.964 0.934
H 2.798 -3.918 1.335
C 3.333 1.532 -5.031
O 3.826 2.618 -5.430
N 4.030 0.538 -4.631
N 2.102 1.226 -4.938
H 4.974 0.809 -4.396
H 3.588 -0.305 -4.294
H 2.003 0.333 -4.477
H 1.464 1.527 -5.662
C -3.475 -4.472 -1.946
O -2.668 -4.328 -2.865
N -4.023 -5.624 -1.718
N -3.898 -3.488 -1.261
H -4.764 -5.788 -1.052
H -3.802 -6.431 -2.283
H -3.665 -2.531 -1.488
H -4.618 -3.543 -0.555
C 3.648 0.609 -0.259
O 3.154 0.213 -1.319
N 2.975 1.040 0.794
N 4.905 0.650 -0.006
H 2.038 0.666 0.844
H 3.541 1.482 1.505
H 5.551 0.501 -0.768
H 5.215 1.043 0.871
C -0.097 -5.369 -0.775
O 0.017 -5.429 -1.975
N 0.120 -4.297 -0.121
N -0.016 -6.329 0.123
H 0.144 -4.341 0.888
H 0.473 -3.491 -0.618
H 0.063 -6.123 1.109
H -0.198 -7.283 -0.155
C -0.771 1.872 3.172
O -0.569 2.388 4.304
N -1.819 1.121 2.950
N -0.003 1.918 2.191
H -2.001 0.801 2.009
H -2.416 1.022 3.759
H -0.087 1.249 1.438
H 0.661 2.665 2.043
C -4.716 0.038 -1.406
C -4.545 1.490 -1.901
O -4.386 1.580 -3.345
O -3.499 -0.582 -1.522
H -5.439 -0.428 -2.076
H -5.116 -0.061 -0.397
H -3.757 1.945 -1.301
H -5.524 1.859 -1.593
H -3.822 0.825 -3.530
H -2.923 -0.103 -0.922
C -1.927 -1.116 -4.505
C -2.558 -1.846 -5.650
O -2.310 -3.260 -5.446
O -1.846 -1.731 -3.270
H -2.463 -0.235 -4.153
H -0.954 -0.799 -4.882
H -2.213 -1.398 -6.581
H -3.639 -1.773 -5.770
H -2.784 -3.752 -6.120
H -1.574 -1.108 -2.592
C -0.094 5.680 0.369
C 1.020 6.293 1.059
O 2.266 5.669 0.602
O -0.598 4.484 1.017
H 0.077 5.410 -0.673
H -0.919 6.372 0.538
H 0.818 6.366 2.128
H 0.949 7.366 0.881
H 2.180 5.480 -0.335
H -0.716 4.605 1.962
C 5.478 -2.356 2.377
C 4.533 -1.503 3.146
O 3.959 -2.257 4.152
O 6.567 -2.589 3.305
H 5.872 -1.901 1.469
H 5.142 -3.369 2.154
H 3.732 -1.161 2.491
H 5.055 -0.660 3.598
H 3.456 -1.648 4.698
H 6.217 -3.153 3.998
C 3.281 3.843 -1.878
C 4.556 4.757 -1.496
O 4.763 4.664 -0.110
O 2.137 4.609 -2.059
H 3.128 3.118 -1.078
H 3.546 3.209 -2.725
H 4.331 5.763 -1.850
H 5.502 4.425 -1.923
H 4.178 5.239 0.390
H 1.396 4.013 -2.195
C -2.622 4.900 3.445
C -3.384 5.992 2.605
O -3.722 7.016 3.546
O -1.286 5.186 3.796
H -2.678 4.025 2.797
H -3.174 4.617 4.341
H -4.374 5.738 2.226
H -2.816 6.187 1.695
H -2.905 7.379 3.894
H -0.765 4.385 3.889
*
```

Output
**HOMO**: -8.760 eV
**Calculated total energy**: -210093.892 eV